Density functional theory data (wB97M-V/def2-TZVPD) for C30H33Ge2N4O2PdS as an isolated structure.

The geometry in XYZ format:
```
73
Properties=species:S:1:pos:R:3:lowdin_charge:R:1
Pd -0.58 -0.09 -0.21 0.3850
O -0.15 -2.13 0.97 -0.1984
C 0.92 -2.67 1.41 -0.4148
C 0.91 -3.43 2.62 -0.0368
C 2.04 -4.02 3.14 -0.1380
C 3.28 -3.91 2.50 -0.1582
C 3.32 -3.18 1.32 -0.1014
C 2.21 -2.55 0.77 -0.1646
C 2.40 -1.85 -0.50 -0.1280
N 1.66 -0.90 -0.93 -0.0284
N 2.04 -0.41 -2.18 0.0281
C 1.05 -0.41 -3.03 -0.5488
O -0.13 -0.85 -2.86 -0.1519
C 1.39 0.21 -4.37 -0.1398
C 0.37 0.62 -5.21 -0.0319
C 0.65 1.19 -6.45 -0.1091
C 1.97 1.35 -6.86 -0.1358
C 3.00 0.94 -6.02 -0.1173
C 2.71 0.38 -4.78 -0.0474
H -0.04 -3.50 3.13 0.0803
H 1.96 -4.57 4.08 0.0827
H 4.17 -4.37 2.91 0.0672
H 4.27 -3.09 0.79 0.0915
H 3.24 -2.17 -1.12 0.1078
H -0.65 0.49 -4.88 0.1033
H -0.16 1.52 -7.09 0.0873
H 2.19 1.80 -7.82 0.0808
H 4.03 1.06 -6.33 0.0846
H 3.50 0.06 -4.11 0.0950
N -3.39 1.54 -0.63 0.0552
C -2.32 1.14 -1.41 -1.0100
N -2.60 0.18 -2.34 0.0618
S -0.88 2.04 -1.45 0.5756
H -3.94 0.77 -0.27 0.0482
H -3.09 2.14 0.12 0.0372
H -3.36 -0.43 -2.11 0.0839
H -1.74 -0.28 -2.69 0.0281
C -2.83 -2.97 3.01 -0.2691
Ge -3.38 -1.09 2.77 0.6704
C -4.81 -1.17 1.39 -0.2834
C -4.41 -0.68 4.43 -0.2735
Ge -1.51 0.32 2.03 0.7754
C -2.17 2.17 2.47 -0.3691
C -3.49 2.52 2.76 -0.1493
C -3.88 3.84 2.95 -0.1194
C -2.94 4.86 2.86 -0.1308
C -1.62 4.54 2.56 -0.1089
C -1.25 3.22 2.37 -0.1297
C -0.11 0.07 3.42 -0.3505
C 1.22 0.07 3.02 -0.1297
C 2.25 -0.14 3.92 -0.0964
C 1.97 -0.35 5.27 -0.1241
C 0.65 -0.34 5.69 -0.1194
C -0.38 -0.12 4.78 -0.1274
H -3.71 -3.62 3.10 0.0028
H -2.23 -3.06 3.92 0.0035
H -2.21 -3.28 2.17 -0.0001
H -5.51 -1.97 1.63 0.0023
H -4.37 -1.39 0.41 -0.0031
H -5.36 -0.23 1.32 -0.0025
H -5.14 -1.47 4.61 -0.0007
H -4.93 0.27 4.37 -0.0120
H -3.74 -0.64 5.30 -0.0090
H -4.25 1.74 2.84 0.0588
H -4.92 4.08 3.17 0.0864
H -3.24 5.90 3.00 0.0824
H -0.88 5.33 2.47 0.0899
H -0.22 2.99 2.11 0.0949
H 1.45 0.19 1.96 0.0812
H 3.28 -0.17 3.57 0.0963
H 2.77 -0.54 5.97 0.0837
H 0.41 -0.51 6.74 0.0835
H -1.41 -0.11 5.13 0.0736
```

Calculated values
- max |F| (eV/Å) = 0.75
- 2S+1 = 2
- gap between HOMO and LUMO (alpha / beta) (eV) = 5.16 / 6.11
- energy above the lowest of the compared OMol25 structures with the same formula, charge and spin (kcal/mol) = 2.69
- LUMO energy (alpha / beta) (hartree) = 0.171 / 0.171
- charge = -2